Entry 1:
Entry from OMol25: C12H16Cl3GaN as an isolated structure at a distorted geometry (ωB97M-V/def2-TZVPD).

Geometry as XYZ:
```
33
C12H16Cl3GaN (ωB97M-V/def2-TZVPD)
Ga 1.155 1.452 1.927
Cl -0.012 3.220 1.479
Cl 2.622 1.462 3.494
C 1.723 0.433 0.137
H 1.699 -0.669 0.199
H 2.700 0.794 -0.237
C -0.094 -1.123 -1.751
C 1.117 -1.092 -2.382
H -0.520 -2.048 -1.351
C 1.708 0.145 -2.984
H 1.699 -2.012 -2.499
C 0.980 1.438 -2.557
H 2.780 0.212 -2.748
H 1.644 0.072 -4.089
C -0.528 1.223 -2.469
H 1.348 1.724 -1.559
H 1.218 2.242 -3.268
C -0.801 0.147 -1.405
H -1.029 2.163 -2.214
H -0.900 0.887 -3.443
H -0.363 0.509 -0.451
H -1.878 0.005 -1.242
Cl -4.210 -0.046 3.137
C -2.593 -0.527 2.853
C -2.253 -1.885 2.824
C -0.914 -2.225 2.633
C 0.021 -1.214 2.425
N -0.319 0.091 2.438
C -1.614 0.448 2.644
H -3.026 -2.631 2.969
H -0.573 -3.258 2.622
H 1.072 -1.441 2.230
H -1.859 1.505 2.639
```

As for the calculated total energy: -104138.1504 eV. The HOMO-LUMO gap (alpha / beta) comes out at 4.31 / 3.63 eV. The value obtained for the lowest unoccupied orbital energy (alpha / beta) is 2.55 / 2.34 eV. The energy above the lowest of the compared OMol25 structures with the same formula, charge and spin is 9.96 kcal per mole. The charge is -1.

***

Entry 2:
Entry from OMol25: C12H16F3N2O4ReS3 as an isolated structure at a distorted geometry (ωB97M-V/def2-TZVPD).

Geometry as XYZ:
```
41
C12H16F3N2O4ReS3 (ωB97M-V/def2-TZVPD)
Re 0.006 -0.362 0.482
S 0.065 1.235 -1.109
C 1.668 1.285 -1.701
C 1.996 2.189 -2.733
C 3.274 2.225 -3.209
C 4.269 1.375 -2.672
C 3.969 0.496 -1.673
C 2.645 0.433 -1.180
S 2.216 -0.687 0.028
H 1.235 2.851 -3.135
H 3.529 2.918 -4.002
H 5.281 1.425 -3.055
H 4.730 -0.153 -1.251
C -2.595 -4.465 -2.073
N -2.299 -3.340 -1.175
C -2.829 -3.484 0.185
C -1.327 -2.459 -1.426
O -0.661 -1.978 -0.442
N -1.032 -2.073 -2.665
C -2.028 -2.010 -3.741
C 0.279 -1.497 -2.983
H -2.476 -5.390 -1.509
H -1.901 -4.483 -2.905
H -3.617 -4.418 -2.452
H -3.866 -3.804 0.113
H -2.796 -2.538 0.712
H -2.264 -4.231 0.743
H -3.026 -2.182 -3.350
H -1.816 -2.731 -4.530
H -1.995 -1.008 -4.170
H 0.949 -1.591 -2.137
H 0.177 -0.445 -3.249
H 0.707 -2.035 -3.829
F -1.716 -1.839 3.885
C -0.681 -1.165 3.473
F 0.195 -0.977 4.413
F -0.071 -1.885 2.433
S -1.203 0.402 2.713
O -1.935 -0.104 1.505
O -1.877 1.198 3.656
O 0.128 0.880 2.143
```

As for the calculated total energy: -66656.5773 eV. The HOMO-LUMO gap (alpha / beta) comes out at 6.06 / 7.36 eV. The value obtained for the lowest unoccupied orbital energy (alpha / beta) is -5.05 / -4.30 eV. The spin multiplicity is 2. The energy above the lowest of the compared OMol25 structures with the same formula, charge and spin is 5.85 kcal per mole. Its expectation value of S² is 0.820. The charge is +1.

***

Entry 3:
Entry from OMol25: C12H16F3N2O4ReS3 as an isolated structure at a distorted geometry (ωB97M-V/def2-TZVPD).

Geometry as XYZ:
```
41
C12H16F3N2O4ReS3 (ωB97M-V/def2-TZVPD)
Re 1.207 0.842 -0.274
S 3.207 -0.104 -0.215
C 3.609 -0.273 1.507
C 4.844 -0.756 1.890
C 5.128 -0.888 3.249
C 4.187 -0.545 4.211
C 2.946 -0.058 3.825
C 2.667 0.074 2.466
S 1.136 0.722 1.962
H 5.581 -1.029 1.144
H 6.094 -1.267 3.552
H 4.422 -0.652 5.261
H 2.201 0.222 4.560
C -4.153 -0.559 -0.806
N -2.952 0.017 -0.194
C -3.135 1.312 0.465
C -1.728 -0.378 -0.541
O -0.780 0.481 -0.489
N -1.495 -1.631 -0.949
C -2.312 -2.763 -0.503
C -0.235 -1.958 -1.616
H -4.744 0.256 -1.223
H -4.758 -1.099 -0.079
H -3.879 -1.226 -1.619
H -4.017 1.247 1.100
H -3.281 2.103 -0.273
H -2.277 1.555 1.083
H -2.936 -2.462 0.335
H -1.642 -3.553 -0.166
H -2.940 -3.156 -1.301
H 0.049 -1.167 -2.307
H -0.382 -2.868 -2.192
H 0.569 -2.134 -0.898
F -0.755 3.265 -4.247
C -0.856 2.744 -3.043
F -1.327 1.507 -3.130
F -1.662 3.472 -2.286
S 0.835 2.749 -2.260
O 1.576 3.778 -2.876
O 1.373 1.337 -2.360
O 0.615 2.842 -0.763
```

As for the calculated total energy: -66656.3388 eV. The HOMO-LUMO gap (alpha / beta) comes out at 6.53 / 7.15 eV. The value obtained for the lowest unoccupied orbital energy (alpha / beta) is -5.61 / -4.64 eV. The spin multiplicity is 2. The energy above the lowest of the compared OMol25 structures with the same formula, charge and spin is 11.35 kcal per mole. Its expectation value of S² is 1.103. The charge is +1.

***

Entry 4:
Entry from OMol25: the molecule C12H16N2 at a distorted geometry (ωB97M-V/def2-TZVPD).

Geometry as XYZ:
```
30
C12H16N2 (ωB97M-V/def2-TZVPD)
N -1.631 0.886 -4.132
N 3.617 1.364 -1.171
C -1.097 -0.050 -3.677
C 2.786 0.727 -0.696
C 0.062 0.628 1.878
C -0.951 -0.021 1.189
C -0.058 1.151 3.278
C -2.349 0.048 1.720
C -0.484 -1.263 -3.104
C 1.455 0.709 1.319
C -0.760 -0.667 -0.161
C 0.716 -0.970 -2.199
C 1.680 -0.008 -0.030
C 0.436 -0.116 -0.951
H -1.010 0.958 3.769
H 0.679 0.626 3.875
H 0.195 2.202 3.336
H -3.048 -0.068 0.885
H -2.580 1.007 2.239
H -2.534 -0.742 2.460
H -0.155 -1.908 -3.952
H -1.238 -1.756 -2.499
H 2.197 0.353 2.022
H 1.575 1.800 1.201
H -1.633 -0.489 -0.767
H -0.645 -1.763 -0.083
H 1.036 -1.953 -1.806
H 1.525 -0.541 -2.824
H 2.031 -1.036 0.193
H 0.185 0.895 -1.313
```

As for the calculated total energy: -15683.0328 eV. The HOMO-LUMO gap comes out at 9.51 eV. The value obtained for the lowest unoccupied orbital energy is 0.59 eV. The energy above the lowest of the compared OMol25 structures with the same formula, charge and spin is 24.57 kcal per mole.

***

Entry 5:
Entry from OMol25: a 2-piece molecular cluster, C12H16N2O overall at a distorted geometry (ωB97M-V/def2-TZVPD).

Geometry as XYZ:
```
31
C12H16N2O (ωB97M-V/def2-TZVPD)
C 1.025 3.289 -0.772
C -1.421 0.973 1.409
C -0.861 1.789 0.321
C -0.508 0.499 2.326
C 0.534 2.230 0.274
C 0.851 1.012 2.406
C 1.340 1.860 1.389
O -0.765 -0.482 3.167
H -2.463 0.784 1.405
H -1.603 2.128 -0.427
H -1.699 -0.532 3.274
H 1.418 0.610 3.293
H 2.005 3.525 -0.561
H 0.078 4.034 -0.673
H 2.400 1.995 1.571
H 1.127 2.922 -1.886
C -0.625 -1.323 -2.228
C 0.169 -0.063 -2.600
C -0.411 -1.936 -0.954
C -0.232 -1.726 0.359
C -0.040 -3.966 -0.024
N -0.322 -3.392 -1.171
N 0.081 -2.995 0.952
H -1.688 -1.122 -2.348
H -0.521 -1.999 -3.241
H 0.507 -0.143 -3.672
H -0.058 -0.813 0.964
H 0.143 -4.928 0.338
H 0.929 -3.069 1.730
H 1.121 0.074 -1.973
H -0.510 0.766 -2.649
```

As for the calculated total energy: -17727.5397 eV. The HOMO-LUMO gap comes out at 9.06 eV. The value obtained for the lowest unoccupied orbital energy is 0.71 eV. The energy above the lowest of the compared OMol25 structures with the same formula, charge and spin is 105.74 kcal per mole.

***

Entry 6:
Entry from OMol25: a 2-piece molecular cluster, C12H16N2O overall at a distorted geometry (ωB97M-V/def2-TZVPD).

Geometry as XYZ:
```
31
C12H16N2O (ωB97M-V/def2-TZVPD)
C 2.449 -0.190 1.638
C 0.206 -2.996 0.515
C 0.646 -1.658 0.414
C 1.563 -1.371 1.469
C 1.713 -2.573 2.111
C -1.625 -2.646 -0.886
C -1.007 -3.493 0.021
C -0.911 -1.574 -1.439
C 0.101 -0.993 -0.700
N 1.046 -3.577 1.465
H -2.617 -2.880 -1.254
H -1.366 -4.451 0.357
H -1.302 -0.945 -2.226
H 0.532 -0.028 -0.938
H 1.068 -4.551 1.696
H 2.401 -2.814 2.909
H 2.329 0.459 0.769
H 3.508 -0.408 1.781
H 2.240 0.468 2.491
C -0.170 4.412 -0.775
C -0.404 4.905 0.633
C -1.064 3.358 -1.380
O -1.741 3.546 -2.373
N -0.871 2.080 -0.926
H -0.315 5.280 -1.404
H 0.841 4.098 -1.054
H -1.442 5.188 0.807
H 0.257 5.769 0.722
H -1.497 1.334 -1.154
H -0.301 1.895 -0.120
H -0.146 4.260 1.475
```

As for the calculated total energy: -17731.0030 eV. The HOMO-LUMO gap comes out at 8.59 eV. The value obtained for the lowest unoccupied orbital energy is 0.69 eV. The energy above the lowest of the compared OMol25 structures with the same formula, charge and spin is 25.88 kcal per mole.